Density functional theory data (the ωB97M-V functional and the def2-TZVPD basis) for a molecular structure, C9H8BrIO.

Structure (XYZ):
```
20
Properties=species:S:1:pos:R:3:mulliken_charge:R:1
C -0.601 -2.766 0.575 -0.436
C -1.010 -1.965 -0.569 -0.170
C 0.626 -2.478 1.163 -0.450
C -0.298 -0.908 -0.992 -0.784
C 1.530 -1.459 0.628 -0.508
C 0.949 -0.456 -0.232 0.754
C 0.797 2.004 -1.025 0.111
C -0.509 2.619 -0.492 -0.975
C 1.358 0.801 -0.266 0.038
O 1.311 2.416 -2.034 -0.480
Br 2.760 -2.631 -0.815 -0.175
I 3.167 1.444 0.387 0.136
H -1.324 -3.379 1.043 0.475
H -1.906 -2.388 -1.107 0.315
H 0.979 -3.131 2.059 0.235
H -0.524 -0.421 -1.912 0.523
H 2.261 -1.048 1.345 0.440
H -0.537 2.204 0.452 0.352
H -1.395 2.377 -1.013 0.311
H -0.297 3.741 -0.443 0.290
```

Calculated values
- lowest unoccupied orbital energy (alpha / beta) (eV) = -1.3 / -1.3
- DFT total energy (Ha) = -3294.6093
- energy relative to the best compared isomer or geometry (same formula, charge and spin) (kJ/mol) = 133.2

Density functional theory data (the ωB97M-V functional and the def2-TZVPD basis) for 2 unconnected molecules or ions with the total composition C2H7NO3.

Structure (XYZ):
```
13
Properties=species:S:1:pos:R:3:mulliken_charge:R:1
N -0.700 -0.560 -1.008 -0.604
C -0.764 0.776 -0.369 -0.398
C -0.443 0.529 1.095 0.527
O -1.262 0.106 1.861 -0.534
O 0.719 1.101 1.458 -0.437
H -1.439 -1.154 -0.652 0.212
H -0.831 -0.375 -1.989 0.219
H 0.054 1.389 -0.742 0.314
H -1.724 1.302 -0.429 0.356
H 0.816 1.027 2.433 0.341
O 1.906 -1.750 -0.635 -0.699
H 1.061 -1.291 -0.513 0.392
H 2.607 -1.099 -0.509 0.313
```

Calculated values
- lowest unoccupied orbital energy (eV) = 0.5
- DFT total energy (Ha) = -360.8896
- SMILES = NCC(=O)O.O
- energy relative to the best compared isomer or geometry (same formula, charge and spin) (kJ/mol) = 63.0